(i)
Density functional theory data (ωB97M-V with the def2-TZVPD basis set) for a structure of composition C2H4F6LiNO6S2.

Structure (XYZ):
```
22
C2H4F6LiNO6S2, DFT ωB97M-V with the def2-TZVPD basis set
Li -1.7766 2.7428 -3.3777
C -3.3987 5.4466 -2.1737
F -2.6025 5.5612 -3.2384
F -2.6356 5.3438 -1.1170
F -4.1291 6.5076 -2.0250
S -4.4378 3.8959 -2.4815
O -5.6342 4.0150 -1.6955
O -4.6473 3.8011 -3.9036
N -3.2245 2.7882 -2.1174
S -3.7571 1.8600 -1.0278
O -3.7625 2.6074 0.2289
O -4.9337 1.0849 -1.3338
C -2.3825 0.5824 -0.7583
F -2.5704 -0.0328 0.3771
F -2.3659 -0.3111 -1.7586
F -1.1751 1.1616 -0.7559
O -2.0173 1.3509 -4.6948
H -2.6200 1.1332 -5.4151
H -1.5383 0.5312 -4.5125
O -0.1934 3.8224 -3.1755
H -0.3726 4.6873 -2.7786
H 0.7667 3.7621 -3.2234
```

Its molecular weight is 323.12 g/mol. For the orbital gap, the calculation gives 9.12 eV. Its lowest unoccupied orbital energy is -0.670 eV.



(ii)
Density functional theory data (ωB97M-V with the def2-TZVPD basis set) for a structure of composition C2H4F6LiNO6S2.

Structure (XYZ):
```
22
C2H4F6LiNO6S2, DFT ωB97M-V with the def2-TZVPD basis set
Li -0.6794 0.7161 0.2309
C 0.1115 -1.1095 2.5899
F 0.6821 -1.7282 3.5678
F -0.7952 -1.8441 1.9587
F -0.4481 0.0282 2.9197
S 1.5162 -0.5638 1.2522
O 2.1481 0.6066 1.8742
O 2.3824 -1.7524 1.0426
N 0.5127 -0.0085 -0.0757
S 1.2872 -0.5666 -1.3047
O 2.5599 0.1460 -1.4294
O 1.4122 -2.0236 -1.4234
C 0.2453 0.1424 -2.7872
F 0.6987 -0.3942 -3.9324
F -1.0932 -0.1214 -2.6103
F 0.3955 1.4730 -2.7553
O -1.0600 2.1134 -0.1615
H -0.6639 2.6952 -0.8102
H -1.9978 2.2975 -0.2148
O -2.0385 0.0656 0.5989
H -2.8495 0.3870 0.2049
H -2.3262 -0.5586 1.2650
```

Its molecular weight is 323.12 g/mol. For the orbital gap, the calculation gives 8.87 eV. Its lowest unoccupied orbital energy is -0.982 eV.



Energetically preferred structure: (i) | next structure: +0.1445 hartree



(i)
Density functional theory data (ωB97M-V with the def2-TZVPD basis set) for an isolated molecule of ClHNO3P.

Structure (XYZ):
```
7
ClHNO3P, DFT ωB97M-V with the def2-TZVPD basis set
N -1.4032 0.1216 0.6022
O 2.1805 0.7417 0.3003
O -0.5641 0.8064 -0.0392
O 0.5566 -1.3343 0.8496
P 1.0421 -0.1816 0.0394
Cl 0.4441 -0.2726 -1.8870
H -2.2561 0.1188 0.1347
```

The spin multiplicity is 3. Its molecular weight is 129.44 g/mol. For the orbital gap (alpha / beta), the calculation gives 11.36 / 7.04 eV. Its lowest unoccupied orbital energy (alpha / beta) is 0.190 / -4.174 eV.



(ii)
Density functional theory data (ωB97M-V with the def2-TZVPD basis set) for an isolated molecule of ClHNO3P.

Structure (XYZ):
```
7
ClHNO3P, DFT ωB97M-V with the def2-TZVPD basis set
N -0.8264 1.1285 -0.1014
O 1.2046 -1.3885 -0.9124
O -1.0952 -0.3017 -0.2501
O 0.5977 1.0091 0.0610
P 0.4824 -0.6037 0.1486
Cl 0.6663 -1.1877 2.0500
H -1.0294 1.3441 -0.9957
```

The spin multiplicity is 3. Its molecular weight is 129.44 g/mol. For the orbital gap (alpha / beta), the calculation gives 6.13 / 7.91 eV. Its lowest unoccupied orbital energy (alpha / beta) is 0.387 / -3.632 eV.



Energetically preferred structure: (i) | next structure: +0.1241 hartree



(i)
Density functional theory data (ωB97M-V with the def2-TZVPD basis set) for a cluster of 2 separate species, CHBrClNO2 in total.

Structure (XYZ):
```
7
CHBrClNO2, DFT ωB97M-V with the def2-TZVPD basis set
C 0.1247 -0.8010 0.1269
N -0.3846 1.1177 -0.1734
O 0.5749 1.7426 -0.5383
O -1.5467 1.3707 -0.1066
Cl -0.1493 -1.0471 1.8087
Br 1.9086 -0.7706 -0.5499
H -0.5276 -1.6123 -0.5673
```

Its molecular weight is 174.38 g/mol. For the orbital gap, the calculation gives 9.63 eV. Its lowest unoccupied orbital energy is -0.457 eV.



(ii)
Density functional theory data (ωB97M-V with the def2-TZVPD basis set) for an isolated molecule of CHBrClNO2.

Structure (XYZ):
```
7
CHBrClNO2, DFT ωB97M-V with the def2-TZVPD basis set
O 1.2988 -0.8008 0.9794
N 0.7668 -0.5683 -0.0280
O 0.9365 -1.0654 -1.0802
C -0.4242 0.4907 -0.0223
Cl -0.2965 1.5632 1.3626
Br -1.9241 -0.6802 -0.1593
H -0.3573 1.0608 -1.0522
```

Its structure (SMILES) is O=[N+]([O-])[C@H](Cl)Br. Its molecular weight is 174.38 g/mol. For the orbital gap, the calculation gives 11.05 eV. Its lowest unoccupied orbital energy is -0.041 eV.



Energetically preferred structure: (ii) | next structure: +0.0423 hartree



(i)
Density functional theory data (ωB97M-V with the def2-TZVPD basis set) for a cluster of 2 separate species, CH3PSi in total.

Structure (XYZ):
```
6
CH3PSi, DFT ωB97M-V with the def2-TZVPD basis set
C -0.5891 -0.8834 -0.3242
Si 0.6138 0.3026 0.3614
P -0.9576 -0.9222 1.3510
H -1.2665 -1.0895 -1.2428
H 2.1051 0.3635 0.0245
H 0.0944 2.2290 -0.1699
```

Its molecular weight is 74.09 g/mol. For the orbital gap, the calculation gives 8.73 eV. Its lowest unoccupied orbital energy is -0.534 eV.



(ii)
Density functional theory data (ωB97M-V with the def2-TZVPD basis set) for an isolated molecule of CH3PSi.

Structure (XYZ):
```
6
CH3PSi, DFT ωB97M-V with the def2-TZVPD basis set
C 0.5459 1.0889 0.2612
P 1.6079 -0.2206 0.5419
Si -0.5352 -0.5832 -0.3618
H 0.4298 2.0329 0.6050
H -1.0951 -1.3349 0.6686
H -0.9533 -0.9832 -1.7149
```

Its structure (SMILES) is C1=P[SiH2]1. Its molecular weight is 74.09 g/mol. For the orbital gap, the calculation gives 8.17 eV. Its lowest unoccupied orbital energy is -0.059 eV.



(iii)
Density functional theory data (ωB97M-V with the def2-TZVPD basis set) for a cluster of 2 separate species, CH3PSi in total.

Structure (XYZ):
```
6
CH3PSi, DFT ωB97M-V with the def2-TZVPD basis set
C -0.5519 -2.5622 -0.0451
Si 0.4553 1.7028 0.1209
P -1.0395 -1.0879 0.0054
H 0.0945 -3.3416 0.0965
H -0.5149 2.7630 -0.7068
H 1.5564 2.5259 0.5292
```

Its molecular weight is 74.09 g/mol. For the orbital gap, the calculation gives 7.01 eV. Its lowest unoccupied orbital energy is -1.448 eV.



Energetically preferred structure: (ii) | next structure: +0.0295 hartree